10
Properties=species:S:1:pos:R:3:mulliken_charge:R:1 method="wB97M-V/def2-TZVPD" molar_mass_g_mol=84.08 relative_energy_kcal_mol=155.1 e_tot_ev=-8197.1575 orbital_gap_ha=0.3207
O 2.52 -0.22 -0.01 -0.489
C 1.32 -0.72 -0.13 0.398
C 0.40 -1.52 -0.29 -0.502
N -1.79 -0.12 0.19 -0.608
C -0.96 0.82 0.15 0.423
N 0.26 1.14 0.09 -0.533
H 2.43 0.72 0.20 0.413
H -0.42 -2.18 -0.43 0.382
H -2.77 0.06 0.02 0.221
H -0.99 2.01 0.21 0.296